Entry 1:
Computed, not measured: C7H11MnO6 as an isolated structure in a non-equilibrium geometry, with wB97M-V/def2-TZVPD.

Summary:
multiplicity	6
frontier orbital gap (alpha / beta)	8.7 / 8.6	eV
HOMO (alpha / beta)	-13.833 / -13.849	eV
net charge	+1

Positions of all 25 atoms, in Å:
O  -1.6821  1.0267  2.0673
O  -2.5863  2.3098  0.4621
O  -3.1562  0.1763  0.6858
C  -2.4632  1.1613  1.0790
C  -3.8795  2.9111  0.3753
H  -4.0986  3.4054  1.3269
H  -4.7018  2.2216  0.1570
H  -3.8226  3.6243  -0.4527
Mn  -2.2323  -0.8742  2.0475
C  -0.1009  -2.0390  1.9111
H  0.5915  -1.8104  2.7162
C  -0.4229  -1.6755  0.6223
H  -0.8529  -2.3629  -0.1085
O  2.0628  -0.4393  1.2583
C  1.5528  -0.5156  0.1556
O  0.2145  -0.6250  0.0062
O  2.1193  -1.0680  -0.8743
C  2.5995  -0.1742  -1.9086
C  3.9636  -0.6524  -2.3358
H  2.6392  0.8438  -1.5001
H  1.8741  -0.2019  -2.7317
H  4.6677  -0.5111  -1.5052
H  4.3245  -0.0759  -3.1974
H  3.9481  -1.7181  -2.5982
H  -0.5581  -2.9369  2.3419

Forces on the atoms, in the same order (eV/Å):
O 0.30 0.38 -0.07
O 0.83 -0.05 0.46
O -0.75 -0.81 -0.34
C -0.54 1.63 -0.30
C -0.94 0.47 -0.39
H 0.15 0.09 -0.24
H 0.47 -0.27 -0.02
H 0.03 -0.07 0.40
Mn 0.53 -1.02 0.57
C -1.55 -1.50 0.18
H 0.33 1.61 -0.83
C 3.07 0.23 1.31
H -0.78 0.34 0.41
O -0.78 1.30 -1.82
C 1.72 -2.97 4.08
O -3.10 0.22 -0.45
O 0.99 0.63 -1.33
C 0.18 0.27 -0.78
C 0.38 0.04 0.12
H 0.03 -0.19 -0.13
H 0.14 0.03 0.20
H -0.10 -0.09 -0.26
H -0.14 -0.15 0.20
H -0.07 0.30 0.01
H -0.38 -0.43 -0.99

Here are the Löwdin charges for atoms 1 to 5, given in e: -0.009, 0.028, -0.038, -0.732, -0.008



Entry 2:
Computed, not measured: one molecule with the formula C7H11N in a non-equilibrium geometry, with wB97M-V/def2-TZVPD.

Summary:
SMILES string	CC1=CC=NC1(C)C
frontier orbital gap	10.1	eV
HOMO	-9.193	eV
net charge	0
energy relative to the best compared isomer or geometry (same formula, charge and spin)	49.0	kcal/mol

Positions of all 19 atoms, in Å:
C  0.4430  -1.6286  0.8436
C  0.3027  -0.8725  -0.4547
C  0.5363  -1.2003  -1.7437
C  -0.0484  -0.0183  -2.5397
N  -0.4759  0.9357  -1.8140
C  -0.1942  0.5479  -0.3596
C  -1.4783  0.7718  0.4298
C  0.7819  1.6087  0.2441
H  -0.5152  -1.8716  1.4714
H  0.9992  -1.0215  1.4337
H  1.0641  -2.6021  0.6813
H  0.9339  -2.1794  -2.0644
H  -0.0733  0.1169  -3.6509
H  -2.1332  1.4275  0.0120
H  -1.2943  1.0943  1.4038
H  -2.1682  -0.0955  0.5338
H  0.4309  2.5123  -0.0903
H  1.7581  1.3280  0.0392
H  0.8000  1.5769  1.2648

Forces on the atoms, in the same order (eV/Å):
C -1.03 -3.59 -1.55
C -0.35 -0.01 0.37
C -0.95 0.55 0.38
C 0.95 -0.55 -0.30
N 0.74 -0.31 1.16
C -1.10 0.94 -1.11
C -0.39 -3.39 0.17
C -0.75 -2.97 -1.57
H 1.48 0.47 -1.68
H 1.86 1.75 2.23
H -1.29 1.56 0.38
H -0.37 0.83 -0.13
H 0.01 -0.54 1.03
H -1.30 2.45 -1.60
H 0.46 0.48 1.69
H 0.81 -0.09 -0.16
H -0.23 2.34 -0.86
H 2.11 0.16 -1.34
H -0.65 -0.08 2.90

Here are the Löwdin charges for atoms 1 to 5, given in e: -0.040, -0.257, 0.010, -0.142, 0.084



Entry 3:
Computed, not measured: C7H11N as an isolated structure in a non-equilibrium geometry, with wB97M-V/def2-TZVPD.

Summary:
frontier orbital gap (alpha / beta)	6.9 / 7.8	eV
HOMO (alpha / beta)	-7.524 / -8.222	eV
net charge	0
energy relative to the best compared isomer or geometry (same formula, charge and spin)	115.0	kcal/mol

Positions of all 19 atoms, in Å:
C  -1.3383  1.7493  0.4959
C  -1.0725  -1.8594  -0.7420
C  0.8448  0.4314  0.5317
C  -0.5628  0.4952  0.2710
C  1.1922  -0.3075  -0.7654
C  -0.7631  -0.3842  -0.8368
C  1.6235  0.8851  1.5199
N  1.8404  -1.4620  -0.7413
H  2.3127  -1.6135  0.1502
H  1.4157  0.3819  -1.5917
H  -1.3801  0.0822  -1.6120
H  -1.1296  2.1660  1.4811
H  -1.0625  2.5068  -0.2464
H  -2.4084  1.5698  0.3950
H  1.2105  1.2105  2.4646
H  2.7013  0.8425  1.4358
H  -0.7705  -2.3519  -1.6675
H  -0.5092  -2.3193  0.0699
H  -2.1441  -2.0228  -0.6119

Forces on the atoms, in the same order (eV/Å):
C -0.23 -0.11 -0.16
C 0.70 -0.10 -0.17
C 0.00 -0.68 -0.11
C 0.40 0.23 -0.20
C 1.53 0.62 1.19
C -1.22 0.16 0.17
C 0.13 -0.21 -0.01
N 0.19 0.25 -0.75
H -0.68 -0.13 0.27
H -0.72 -0.35 -0.25
H 0.00 -0.06 -0.17
H 0.02 -0.02 0.00
H 0.05 0.04 0.01
H -0.03 0.06 0.08
H -0.05 0.24 -0.04
H 0.04 0.01 0.01
H 0.00 -0.05 0.01
H -0.14 -0.02 0.00
H 0.02 0.12 0.11

Here are the Löwdin charges for atoms 1 to 5, given in e: -0.039, -0.087, -0.268, -0.235, -0.307



Entry 4:
Computed, not measured: a 2-piece molecular cluster, C7H11N overall in a non-equilibrium geometry, with wB97M-V/def2-TZVPD.

Summary:
SMILES string	C#C/C(C)=N/C.C=C
frontier orbital gap	10.4	eV
HOMO	-9.694	eV
net charge	0
energy relative to the best compared isomer or geometry (same formula, charge and spin)	122.3	kcal/mol

Positions of all 19 atoms, in Å:
C  1.8122  -1.6254  1.8039
C  1.1989  -1.0414  0.9614
C  0.8621  -0.0929  -0.0340
C  0.3004  -0.8822  -1.2839
N  1.1424  1.1178  0.2633
C  0.9463  2.1727  -0.7123
H  2.0175  -2.4524  2.3627
H  -0.5681  -1.3984  -0.9834
H  0.0260  -0.1924  -2.1722
H  1.0374  -1.5649  -1.6486
H  1.8512  2.7284  -0.7192
H  0.6986  1.6788  -1.7258
H  0.0322  2.7626  -0.4630
C  -2.3593  -0.1205  0.2330
C  -1.4935  -0.2073  1.2178
H  -2.8984  -0.9026  -0.0588
H  -2.3881  0.7400  -0.3620
H  -0.6441  0.4355  1.6469
H  -1.5737  -1.1553  1.6743

Forces on the atoms, in the same order (eV/Å):
C -0.84 -0.17 -0.58
C 0.80 0.69 0.32
C 0.02 -0.19 -1.51
C 0.58 3.61 -1.21
N -0.45 -0.59 -0.58
C -2.04 -2.02 -1.41
H 0.91 -1.39 1.52
H -0.83 -0.61 0.33
H 0.34 -1.07 1.49
H 0.60 -0.46 -0.03
H 0.46 0.87 -0.30
H 0.67 1.19 1.10
H 0.93 -0.09 0.10
C 2.52 3.36 1.01
C 0.79 0.23 1.54
H -2.39 -3.11 -0.89
H -0.28 1.25 -0.96
H -2.21 -0.50 -0.95
H 0.41 -1.02 1.02

Here are the Löwdin charges for atoms 1 to 5, given in e: 0.162, -0.130, -0.419, -0.018, 0.022



Entry 5:
Computed, not measured: one molecule with the formula C7H11N in a non-equilibrium geometry, with wB97M-V/def2-TZVPD.

Summary:
SMILES string	C[C@H]1C=C[C@@H](N)C=C1
frontier orbital gap	9.9	eV
HOMO	-8.872	eV
net charge	0
energy relative to the best compared isomer or geometry (same formula, charge and spin)	63.0	kcal/mol

Positions of all 19 atoms, in Å:
C  -0.2886  2.2711  1.0135
C  -0.8949  0.9129  0.6548
C  -0.3323  -0.2174  1.3878
C  0.0672  -1.3433  0.7642
C  0.2992  -1.3621  -0.6996
N  1.7612  -1.4020  -0.8652
C  -0.2031  -0.1121  -1.3655
C  -0.7105  0.9176  -0.8379
H  -0.6738  3.0350  0.3170
H  0.8714  2.2090  1.0313
H  -0.4576  2.6405  2.1053
H  -1.9575  0.9821  0.7617
H  -0.5208  -0.2049  2.5056
H  0.0591  -2.4421  1.2528
H  -0.0059  -2.3497  -1.1120
H  2.0461  -1.4877  -1.9332
H  2.2409  -0.5977  -0.4748
H  -0.2807  -0.0827  -2.5139
H  -1.2717  1.7123  -1.3874

Forces on the atoms, in the same order (eV/Å):
C 1.58 1.04 2.81
C 1.13 2.79 -1.10
C -0.56 -2.23 1.37
C -1.22 -1.82 1.73
C 1.39 0.33 -0.38
N 1.61 -1.06 -2.88
C 0.17 -3.24 -5.32
C -2.64 1.94 2.37
H 0.49 -0.13 0.45
H -1.85 0.15 -0.69
H -0.25 -0.68 -1.72
H -0.89 -0.13 0.71
H 0.34 -0.13 -1.39
H 0.65 2.97 -0.68
H -0.48 0.98 -0.09
H -0.84 0.38 2.99
H -0.32 0.08 -0.12
H 0.67 -0.61 1.56
H 1.02 -0.61 0.36

Here are the Löwdin charges for atoms 1 to 5, given in e: -0.099, -0.402, -0.077, -0.072, -0.415



Entry 6:
Computed, not measured: C7H11N as an isolated structure in a non-equilibrium geometry, with wB97M-V/def2-TZVPD.

Summary:
frontier orbital gap	9.7	eV
HOMO	-8.809	eV
net charge	0
energy relative to the best compared isomer or geometry (same formula, charge and spin)	241.6	kcal/mol

Positions of all 19 atoms, in Å:
C  0.2379  -1.2267  1.0115
C  0.2851  -0.5059  -0.2417
C  1.8016  0.7721  -0.0338
C  0.2266  1.0952  -0.2848
C  -1.2859  1.0944  0.4446
C  -1.9144  -0.0675  -0.4009
C  -0.9458  -0.8551  -0.9158
H  1.0775  -2.2358  0.6069
H  0.3791  -0.6586  2.3708
H  -1.0700  -1.4561  0.8510
H  1.6288  -0.1583  -1.7363
H  2.0823  0.2099  0.8628
H  2.8815  1.5553  -0.1561
H  0.0262  1.3881  -1.2487
H  -1.8307  1.9730  0.2705
H  -1.1093  1.0984  1.6198
H  -2.9879  0.0858  -0.8564
H  -1.1577  -1.6901  -1.4834
N  1.6751  -0.4182  -0.6802

Forces on the atoms, in the same order (eV/Å):
C -1.98 -3.34 3.79
C 1.35 3.23 -1.28
C 3.28 4.97 3.32
C -0.94 -3.12 4.83
C 2.28 0.10 1.12
C -0.91 2.03 -1.39
C -2.23 1.40 -0.17
H -2.74 2.71 2.27
H 0.12 -1.80 -4.56
H 4.39 -0.69 2.36
H 0.07 -1.08 1.69
H -0.59 2.14 1.77
H -3.60 -2.26 -0.38
H 0.14 0.70 -2.43
H -0.76 1.39 -0.28
H -0.70 -0.86 -2.49
H 2.16 -0.84 1.38
H -0.15 -1.56 -1.49
N 0.81 -3.14 -8.06

Here are the Löwdin charges for atoms 1 to 5, given in e: -0.089, -0.679, -0.239, -0.060, -0.105



net charge of number 5 (C7H11N)? 0



Look up the net charge of the fourth one. 0